The following is a quantum chemistry calculation of a cluster of 7 separate species, C33H32F40O9 in total in a non-equilibrium geometry, from the OMol25 dataset.

Properties
- SMILES string: FC(F)C(F)(F)COC(F)(F)C(F)F.FC(F)C(F)(F)COC(F)(F)C(F)F.FC(F)C(F)(F)COC(F)(F)C(F)F.FC(F)C(F)(F)COC(F)(F)C(F)F.FC(F)C(F)(F)COC(F)(F)C(F)F.O=C1CCCO1.O=C1CCCO1
- M: 1332.530 g/mol
- Frontier orbital gap: 0.3683 hartree

Structure (ORCA input):
```
! wB97M-V def2-TZVPD RIJCOSX def2/J DEFGRID3
* xyz 0 1
F -0.686 -2.962 -2.799
F 2.511 -3.825 -5.463
F 1.074 5.183 -7.097
F 5.017 -0.398 -3.763
F 2.354 2.204 1.059
F 1.597 6.608 -0.462
F 5.413 -4.453 -3.510
F 0.310 -4.882 -2.566
F 0.890 7.492 2.007
F -3.476 -1.410 7.860
F 2.567 -0.281 -2.222
F -1.373 -1.425 5.967
F -6.502 -1.095 1.902
F -0.141 -6.596 2.393
F 5.125 2.651 0.760
F -1.789 2.523 -4.041
F -4.498 -0.659 1.005
F -1.337 -4.881 2.736
F -4.426 -3.237 2.383
F -5.527 -2.375 3.971
F -2.140 -3.381 6.423
F 0.988 -3.258 2.829
F 5.072 -2.893 -5.057
F -0.540 5.687 -8.500
F 2.796 4.035 -0.050
F 4.018 1.356 -1.693
F -0.103 2.911 -8.447
F -1.675 -0.061 -2.833
F 1.142 -4.968 4.191
F 4.881 4.487 1.932
F -0.574 6.699 -0.124
F -2.450 -4.907 -1.839
F -1.975 3.521 -7.555
F -4.759 -2.460 6.465
F -2.453 -0.262 -4.870
F 4.081 -5.402 -5.665
F -0.285 5.746 2.381
F 0.231 1.850 -3.884
F -2.082 -3.282 -0.461
F 6.163 -0.405 -1.923
O -0.101 -4.908 0.885
O -1.459 0.895 1.010
O -0.163 2.933 -6.242
O 2.016 4.082 2.037
O 4.843 -2.080 -2.300
O -2.064 1.252 4.829
O -0.462 2.436 -0.261
O -4.108 1.682 4.145
O -3.504 -1.559 3.619
C 0.821 6.158 1.703
C -1.294 -0.532 1.224
C -3.696 -1.619 6.527
C -0.266 -3.879 -1.862
C 4.954 -0.671 -2.440
C -0.634 3.567 -7.394
C 4.497 -3.654 -4.096
C -2.934 1.938 4.083
C -1.146 -5.395 0.038
C -1.358 0.127 -4.134
C -0.507 1.306 0.124
C 3.458 -4.557 -4.797
C 2.860 3.442 1.143
C -0.779 1.678 -5.996
C -0.138 -5.272 2.187
C -2.678 -2.479 4.331
C -2.478 -2.205 5.798
C -1.488 -4.363 -1.043
C 0.549 6.009 0.198
C 0.419 0.148 -0.193
C -4.643 -2.060 3.005
C -5.169 -0.916 2.137
C 3.779 0.014 -1.730
C 1.041 -4.603 2.903
C 0.197 -0.671 1.068
C -0.766 2.809 3.638
C -0.959 1.556 -4.480
C -2.242 2.999 3.240
C 3.842 -2.750 -3.043
C -0.722 1.703 4.667
C -0.243 5.044 -7.331
C 4.320 3.277 1.644
C 2.107 5.513 2.162
H -0.620 -0.644 -4.382
H -0.358 2.039 5.640
H 1.942 -4.949 2.385
H -1.694 1.559 -6.575
H 0.463 -3.449 -1.164
H -0.184 0.809 4.343
H 2.858 -5.186 -4.119
H -3.021 -3.501 4.153
H -1.627 -0.816 2.220
H 0.470 4.986 -0.182
H -0.123 0.869 -6.334
H 3.322 -3.369 -2.306
H -3.991 -0.637 6.147
H 0.006 -0.353 -1.071
H -0.224 2.480 2.745
H 0.487 -1.724 1.008
H -0.807 -6.316 -0.448
H 3.786 -0.268 -0.669
H 3.102 -2.100 -3.510
H 4.307 2.687 2.567
H -1.896 -1.061 0.486
H -0.155 3.681 3.862
H -2.618 3.956 3.606
H 2.329 5.649 3.219
H -0.868 5.563 -6.599
H 1.477 0.342 -0.291
H 2.954 5.873 1.578
H -2.362 2.944 2.164
H -1.985 -5.774 0.621
H -5.176 -0.022 2.772
H -1.723 -2.575 3.807
H 0.797 -0.281 1.891
*
```

Löwdin atomic charge list, values in e, 8 entries: atom 1 (F): 0.08, atom 2 (F): 0.07, atom 3 (F): 0.12, atom 4 (F): 0.16, atom 5 (F): 0.15, atom 6 (F): 0.07, atom 7 (F): 0.14, atom 8 (F): 0.09



The following is a quantum chemistry calculation of a cluster of 2 separate species, C4H10N2O2 in total in a non-equilibrium geometry, from the OMol25 dataset.

Properties
- SMILES string: C/C=C/O.NC(N)=O
- M: 118.136 g/mol
- Relative energy (zero: lowest compared OMol25 entry of this formula, charge and spin): 156.1 kJ/mol
- Frontier orbital gap: 0.3241 hartree

Structure (ORCA input):
```
! wB97M-V def2-TZVPD RIJCOSX def2/J DEFGRID3
* xyz 0 1
O 0.597 -1.118 2.110
O -0.270 0.116 -1.867
N -0.380 -1.974 -2.800
N -1.811 -1.361 -1.107
C -0.767 -0.994 -1.918
C 0.969 2.642 1.369
C 0.773 0.065 1.461
C 0.657 1.260 2.063
H 0.994 0.074 0.403
H 1.816 3.144 1.842
H 0.213 -1.592 -3.522
H -2.165 -0.641 -0.472
H 0.592 -1.824 1.406
H 1.327 2.485 0.352
H 0.146 3.382 1.469
H 0.338 1.260 3.118
H -1.064 -2.619 -3.139
H -1.968 -2.306 -0.769
*
```

natural (NBO) atomic charge list, values in e, 8 entries: atom 1 (O): -0.68, atom 2 (O): -0.64, atom 3 (N): -0.85, atom 4 (N): -0.87, atom 5 (C): 0.77, atom 6 (C): -0.63, atom 7 (C): 0.10, atom 8 (C): -0.28



The following is a quantum chemistry calculation of a structure of composition C19H28IMoO2 in a non-equilibrium geometry, from the OMol25 dataset.

Properties
- M: 511.275 g/mol
- ⟨S²⟩: 2.03
- Relative energy (zero: lowest compared OMol25 entry of this formula, charge and spin): 0.0 kJ/mol
- Frontier orbital gap (alpha / beta): 0.2612 / 0.2679 hartree

Structure (ORCA input):
```
! wB97M-V def2-TZVPD RIJCOSX def2/J DEFGRID3
* xyz 1 3
I -2.460 0.692 1.077
Mo -0.009 0.176 0.452
O -1.181 -0.276 -2.032
O -5.369 -0.583 -5.282
C 1.304 -1.969 -0.113
C 1.490 -1.420 1.213
C 0.364 -1.301 -3.615
C -0.055 -2.373 -0.243
C -4.834 -1.042 -6.557
C -7.198 -1.406 -6.656
C 0.237 2.383 0.596
C -0.899 -0.489 -3.440
C -2.494 -0.858 -2.171
C 1.426 1.715 1.082
C 1.317 1.436 -1.230
C -5.976 -1.139 -7.575
C 2.094 1.146 -0.067
C -0.746 -2.065 0.976
C -0.835 0.860 -4.115
C 0.156 2.157 -0.824
C -6.825 -0.611 -5.398
C -2.240 -1.236 -3.626
C 0.214 -1.491 1.907
H 1.644 1.292 -2.263
H -0.558 2.614 -1.507
H -0.448 -2.997 -1.037
H 0.043 -1.217 2.942
H 2.434 -1.125 1.661
H 1.210 -0.796 -3.133
H -4.391 -2.043 -6.409
H -7.247 -1.029 -4.483
H -5.811 -1.921 -8.316
H -0.436 2.997 1.191
H 0.582 -1.397 -4.687
H -6.116 -0.172 -8.079
H -3.263 -0.096 -2.027
H -2.975 -0.812 -4.317
H 1.763 1.676 2.116
H -8.146 -1.098 -7.101
H 3.071 0.657 -0.079
H -2.602 -1.696 -1.485
H -1.633 1.503 -3.732
H -4.028 -0.371 -6.865
H 2.092 -2.163 -0.836
H -0.933 0.753 -5.201
H 0.256 -2.298 -3.174
H 0.129 1.325 -3.889
H -7.208 0.418 -5.505
H -2.135 -2.318 -3.755
H -7.236 -2.485 -6.423
H -1.754 -2.378 1.211
*
```

natural (NBO) atomic charge list, values in e, 8 entries: atom 1 (I): -0.06, atom 2 (Mo): 0.56, atom 3 (O): -0.59, atom 4 (O): -0.56, atom 5 (C): -0.17, atom 6 (C): -0.26, atom 7 (C): -0.62, atom 8 (C): -0.20



The following is a quantum chemistry calculation of a cluster of 7 separate species, C40H38ClN6O17S2 in total in a non-equilibrium geometry, from the OMol25 dataset.

Properties
- M: 974.356 g/mol
- Frontier orbital gap: 0.2003 hartree

Structure (ORCA input):
```
! wB97M-V def2-TZVPD RIJCOSX def2/J DEFGRID3
* xyz -1 1
Cl -0.849 -4.544 0.143
S -2.489 0.061 -0.044
S -0.695 -4.810 -1.952
O -2.342 8.466 1.913
O 8.388 1.693 3.095
O -1.016 -0.070 0.868
O 0.679 -4.246 -2.407
O -4.542 -3.654 -4.891
O -3.469 -0.997 0.517
O -5.246 4.301 -3.950
O 2.855 4.565 4.320
O -3.005 1.516 0.181
O 3.800 2.603 4.057
O -0.699 -6.333 -2.362
O 2.712 -6.855 6.453
O -2.944 -4.982 -5.595
O 1.013 -7.500 5.225
O -4.343 2.829 -2.596
O 8.314 1.967 0.920
O -3.941 7.107 1.272
N -4.138 -4.663 -5.485
N 8.366 1.257 1.935
N -2.770 7.344 1.604
N 3.780 3.836 3.933
N 1.931 -6.714 5.501
N -5.116 3.769 -2.838
C 8.425 -2.424 2.691
C 2.400 -3.275 3.046
C 1.371 -4.180 2.782
C -7.437 5.305 0.376
C -4.729 -6.716 -6.747
C -5.928 4.289 -1.732
C -5.139 -5.544 -6.097
C 7.055 4.299 2.148
C -6.543 4.257 0.604
C -0.498 6.439 2.018
C -5.786 3.742 -0.449
C -7.584 5.841 -0.904
C -7.043 -7.238 -7.220
C 8.419 -1.040 2.872
C -0.023 4.099 1.632
C 2.102 -5.535 4.644
C 3.140 -4.631 4.907
C 3.285 -3.500 4.102
C 1.218 -5.317 3.579
C 0.402 5.371 2.018
C -6.830 5.336 -1.965
C -7.448 -6.065 -6.581
C 4.927 4.476 3.278
C -6.498 -5.212 -6.016
C -1.349 3.883 1.252
C -2.184 -3.979 -2.727
C 8.396 -0.735 0.456
C 6.041 6.471 2.493
C 5.978 3.686 2.791
C 8.405 -2.121 0.287
C -5.688 -7.563 -7.306
C 8.398 -0.198 1.751
C 7.084 5.686 1.998
C -1.905 -2.482 -3.334
C -1.826 6.221 1.628
C 4.957 5.870 3.135
C -2.872 -1.299 -2.654
C 8.415 -2.961 1.402
C -2.017 -0.160 -1.842
C -2.258 4.943 1.250
H -2.656 -4.667 -3.578
H 8.385 -0.094 -0.423
H 8.400 -2.547 -0.713
H -2.169 0.878 -2.399
H -3.750 -1.750 -2.023
H 1.436 5.531 2.316
H -0.150 7.426 2.318
H 8.434 -3.085 3.554
H -6.435 3.843 1.605
H 4.086 -2.790 4.299
H -2.085 -2.556 -4.511
H -8.284 6.656 -1.074
H -0.875 -0.461 -1.909
H -1.673 2.888 0.953
H -0.757 -2.214 -3.201
H -8.021 5.707 1.202
H -3.677 -6.983 -6.823
H -3.287 4.758 0.951
H 5.971 2.604 2.900
H -6.831 -4.303 -5.519
H 7.872 3.694 1.761
H 8.427 -0.637 3.882
H 7.923 6.158 1.490
H -3.358 -0.746 -3.594
H -3.037 -3.873 -1.904
H 3.837 -4.790 5.728
H 0.686 -3.999 1.957
H 0.683 3.271 1.626
H 0.412 -6.013 3.360
H 8.414 -4.041 1.266
H -8.506 -5.818 -6.520
H 2.512 -2.387 2.426
H -5.094 2.925 -0.255
H -7.788 -7.904 -7.652
H -5.380 -8.478 -7.807
H 4.151 6.495 3.513
H 6.072 7.552 2.374
H -6.954 5.767 -2.956
*
```

Löwdin atomic charge list, values in e, 8 entries: atom 1 (Cl): 0.37, atom 2 (S): 0.66, atom 3 (S): 0.52, atom 4 (O): 0.04, atom 5 (O): 0.06, atom 6 (O): -0.55, atom 7 (O): -0.43, atom 8 (O): 0.07



Number 4 is which compound?
C40H38ClN6O17S2



The highest M belongs to which entry?
C33H32F40O9



What is the formula in the first record?
C33H32F40O9